The following is a DFT calculation (ωB97M-V/def2-TZVPD) of a 7-piece molecular cluster, C16H30N7O3PSi overall in a non-equilibrium geometry.

The geometry in XYZ format:
```
58
Properties=species:S:1:pos:R:3:lowdin_charge:R:1
N 3.58122 -1.08397 -0.58752 -0.2324
P 2.49990 -2.00598 -1.59615 0.6632
O 3.40510 -3.05748 -2.54788 -0.3951
Si 1.30910 -3.21278 -0.10722 0.5054
C -0.28458 -2.20216 0.12902 -0.3967
C -0.98994 -2.14824 -1.23399 -0.2768
C -1.85147 -0.84813 -1.25314 -0.1143
C -2.62359 -0.83314 -2.54862 -0.5735
O -2.39043 -0.14507 -3.44319 0.1651
O -3.63302 -1.74584 -2.64895 0.0880
H 3.18426 -0.15380 -0.57011 0.0053
H 4.52186 -1.05424 -0.97181 -0.0109
H 2.92904 -3.10537 -3.37779 0.0165
H 2.09633 -3.29452 1.15075 -0.0801
H 1.03479 -4.57429 -0.61107 -0.0666
H -0.90061 -2.60458 0.93246 0.0145
H 0.06894 -1.19534 0.34078 0.0258
H -0.31169 -2.06066 -2.08162 0.0687
H -1.65997 -2.98983 -1.42467 0.0898
H -2.51713 -0.87224 -0.38499 0.1260
H -1.18262 0.00384 -1.16441 0.0537
H -3.69655 -2.12293 -1.76492 0.0739
C 1.78724 -1.94448 4.04776 -0.0629
C 0.98590 -1.01301 3.25410 -0.2662
N 0.36455 -0.29372 2.63870 0.1601
H 2.84482 -1.73610 3.89963 0.0857
H 1.54301 -1.83342 5.10241 0.0806
H 1.57760 -2.96554 3.73557 0.0729
C -4.10996 -4.72522 -0.04645 -0.0544
C -2.89711 -4.51669 0.74802 -0.2514
N -1.95377 -4.35541 1.35824 0.1607
H -4.84835 -3.96468 0.20173 0.0849
H -3.87161 -4.66272 -1.10760 0.0796
H -4.52536 -5.70760 0.16667 0.0834
C -0.54840 3.00883 1.37472 -0.0749
C -0.27047 2.27442 0.13992 -0.2536
N -0.05459 1.69748 -0.81408 0.1493
H -0.24330 4.04260 1.26535 0.0372
H -1.61284 2.97517 1.59404 0.0803
H -0.00036 2.55807 2.19987 0.0686
C 6.76733 -3.89898 -3.20208 -0.0644
C 6.82732 -2.84037 -2.19581 -0.2817
N 6.85239 -2.01726 -1.41489 0.1346
H 5.76040 -4.31061 -3.23358 0.0673
H 7.02032 -3.49288 -4.17930 0.0823
H 7.47197 -4.68866 -2.94932 0.0808
C 0.06091 7.46569 1.21101 -0.0583
C -0.74034 6.54060 2.01309 -0.2851
N -1.37722 5.82945 2.62808 0.1477
H -0.37095 8.46305 1.26645 0.0774
H 1.08098 7.49253 1.58901 0.0820
H 0.07173 7.13866 0.17310 0.0844
C -4.59387 6.39704 0.74134 -0.0686
C -3.97112 7.71758 0.84117 -0.2928
N -3.47108 8.73315 0.92434 0.1303
H -5.67383 6.50397 0.66377 0.0795
H -4.22152 5.88028 -0.14086 0.0816
H -4.35252 5.81226 1.62687 0.0733
```

- SMILES string = NP(O)[SiH2]CCCC(=O)O.CC#N.CC#N.CC#N.CC#N.CC#N.CC#N
- net charge = 0
- E_HOMO (Ha) = -0.264
- DFT total energy (a.u.) = -1867.47094
- gap between HOMO and LUMO (Ha) = 0.2809